Entry 1:
A cluster of 7 separate species, C42H89N4O6 in total in a non-equilibrium geometry, computed with the ωB97M-V functional and the def2-TZVPD basis.

Summary:
energy above the lowest of the compared OMol25 structures with the same formula, charge and spin	8.4	kcal/mol
lowest unoccupied orbital energy	-1.440	eV
HOMO level	-9.460	eV
charge	+1

```
141
Properties=species:S:1:pos:R:3:mulliken_charge:R:1
C -0.145 -3.867 -2.318 -1.228
C -1.332 -2.881 -2.021 -0.338
C -1.903 -2.912 -0.639 -0.612
N -3.245 -3.752 -0.580 0.932
C -3.070 -5.145 -0.919 -0.531
C -4.302 -6.022 -0.683 -0.807
C -4.982 -5.827 0.655 -0.765
C -4.985 -4.402 1.161 -1.094
C -3.695 -3.642 0.816 -0.661
C -4.285 -3.061 -1.426 -1.061
H 0.755 -3.623 -1.743 0.179
H 0.129 -3.822 -3.406 0.368
H -0.321 -4.967 -2.157 0.337
H -1.995 -3.016 -2.825 0.567
H -0.823 -1.945 -2.160 0.119
H -2.210 -1.931 -0.301 -0.035
H -1.239 -3.281 0.122 0.655
H -2.134 -5.485 -0.364 0.424
H -2.795 -5.297 -1.992 0.242
H -4.063 -7.081 -0.769 0.408
H -4.933 -5.724 -1.523 0.317
H -4.544 -6.567 1.297 0.382
H -5.983 -6.232 0.528 0.352
H -5.064 -4.383 2.249 0.487
H -5.944 -3.917 0.884 0.349
H -2.894 -4.043 1.413 0.719
H -3.737 -2.600 1.240 0.201
H -4.080 -3.274 -2.491 0.330
H -4.255 -1.985 -1.259 0.167
H -5.287 -3.395 -1.282 0.585
C 2.914 -1.288 -5.002 -1.337
C 3.593 -1.876 -3.735 0.364
C 4.575 -0.861 -3.169 -0.475
N 5.374 -1.267 -1.963 0.221
C 6.059 -0.014 -1.458 -0.435
C 6.641 -0.264 -0.097 -0.793
C 5.599 -0.730 0.910 0.133
C 5.066 -2.083 0.444 -1.104
C 4.413 -1.779 -0.895 0.424
C 6.324 -2.323 -2.388 -0.986
H 1.942 -1.832 -5.087 0.298
H 3.233 -1.317 -6.024 0.424
H 2.590 -0.258 -4.802 0.188
H 4.133 -2.755 -3.988 0.432
H 2.758 -2.235 -3.100 -0.155
H 4.042 0.073 -2.883 0.031
H 5.232 -0.524 -3.929 0.541
H 5.289 0.712 -1.512 0.358
H 6.797 0.235 -2.268 0.376
H 7.106 0.707 0.162 0.473
H 7.421 -1.073 -0.168 0.246
H 4.814 0.062 1.043 -0.345
H 6.092 -0.724 1.880 0.526
H 4.237 -2.448 1.074 0.517
H 5.908 -2.808 0.532 0.302
H 3.754 -0.942 -0.702 -0.677
H 3.775 -2.609 -1.247 0.371
H 7.026 -2.622 -1.585 0.372
H 6.879 -2.015 -3.239 0.351
H 5.753 -3.155 -2.687 0.391
C -2.557 1.842 6.416 -1.418
C -1.338 2.296 5.716 -0.409
C -1.188 1.502 4.420 -0.236
N 0.081 1.783 3.605 1.164
C 0.434 3.224 3.532 -1.113
C 1.773 3.515 2.905 -0.138
C 2.838 2.815 3.716 -0.980
C 2.648 1.265 3.694 0.130
C 1.216 1.043 4.272 -1.359
C -0.039 1.023 2.334 -0.596
H -2.922 2.531 7.232 0.375
H -2.388 0.860 6.907 0.312
H -3.409 1.658 5.783 0.354
H -0.429 2.213 6.363 0.261
H -1.406 3.364 5.551 0.396
H -1.986 1.812 3.812 0.590
H -1.220 0.399 4.577 -0.010
H 0.497 3.554 4.570 0.498
H -0.340 3.738 3.048 0.536
H 1.927 4.595 3.004 0.572
H 1.890 3.285 1.803 -0.273
H 2.692 3.172 4.793 0.274
H 3.846 3.102 3.419 0.471
H 3.405 0.819 4.366 0.528
H 2.851 0.840 2.674 -0.240
H 1.245 1.267 5.291 0.685
H 0.812 0.025 4.271 0.441
H 0.903 1.049 1.774 0.065
H -0.821 1.407 1.658 -0.227
H -0.340 0.042 2.676 0.286
C 1.988 4.519 -3.647 -1.700
C 1.202 3.802 -2.657 0.619
C -0.156 4.517 -2.279 -1.088
N -1.219 3.664 -1.739 0.468
C -2.447 4.505 -1.415 -0.148
C -2.975 5.122 -2.713 -0.699
C -3.334 4.176 -3.794 -0.645
C -2.134 3.201 -4.026 -1.087
C -1.715 2.617 -2.714 0.174
C -0.670 2.860 -0.564 -0.331
H 1.572 4.328 -4.669 0.378
H 3.049 4.263 -3.740 0.404
H 1.937 5.595 -3.547 0.388
H 1.730 3.734 -1.718 0.105
H 0.880 2.834 -3.018 -0.166
H -0.582 5.004 -3.136 0.730
H 0.110 5.371 -1.557 0.256
H -2.207 5.350 -0.729 0.353
H -3.127 3.819 -0.928 0.171
H -2.182 5.822 -3.006 0.269
H -3.838 5.752 -2.522 0.463
H -3.580 4.753 -4.679 0.470
H -4.248 3.616 -3.464 0.265
H -1.368 3.829 -4.465 0.227
H -2.360 2.381 -4.641 0.491
H -0.879 1.939 -2.946 0.403
H -2.571 2.052 -2.226 -0.007
H 0.089 2.136 -1.010 -0.111
H -1.544 2.346 -0.134 -0.072
H -0.167 3.623 -0.015 0.510
C -2.124 -3.034 5.171 -1.021
C -1.355 -2.622 3.906 0.236
O -0.651 -1.595 3.992 -0.609
O -1.651 -3.125 2.750 -0.643
H -2.102 -4.093 5.471 0.355
H -3.205 -2.785 5.009 0.213
H -1.766 -2.421 5.982 0.322
C -5.049 0.357 0.697 -0.676
C -3.952 0.934 -0.131 0.796
O -3.356 2.017 0.221 -0.905
O -3.722 0.227 -1.194 -0.833
H -5.126 0.847 1.697 0.294
H -4.777 -0.711 0.823 -0.079
H -6.020 0.427 0.268 0.338
C 1.116 -0.438 -0.497 -0.294
C 2.084 0.700 -0.889 0.382
O 2.857 1.090 0.009 -0.730
O 2.172 0.893 -2.124 -0.911
H 1.355 -1.218 -1.138 0.303
H 0.073 -0.190 -0.670 0.132
H 1.288 -0.740 0.537 0.281
```



Entry 2:
A structure of composition C42H93AsF6LiN5O19 in a non-equilibrium geometry, computed with the ωB97M-V functional and the def2-TZVPD basis.

Summary:
lowest unoccupied orbital energy	-0.594	eV
HOMO level	-8.782	eV

```
167
Properties=species:S:1:pos:R:3:mulliken_charge:R:1
Li 18.874 11.085 14.489 1.717
As 18.124 14.683 13.857 2.170
F 16.792 13.863 12.942 -0.592
F 17.291 16.324 13.686 -0.576
F 19.510 15.402 14.760 -0.341
F 18.961 13.141 13.981 -0.452
F 19.036 15.046 12.361 -0.521
F 17.319 14.363 15.418 -0.626
C 21.586 17.621 16.613 -1.416
C 21.178 16.574 17.654 2.200
C 21.899 15.253 17.521 -0.220
O 22.320 14.970 18.845 -0.333
C 22.220 16.099 19.556 0.346
O 22.506 16.266 20.733 -0.616
O 21.656 17.051 18.864 -0.462
H 21.291 17.250 15.631 -0.061
H 22.641 17.884 16.539 0.274
H 21.041 18.553 16.761 0.532
H 20.117 16.331 17.599 -0.728
H 22.768 15.264 16.865 0.224
H 21.172 14.535 17.139 0.194
C 18.718 18.018 11.117 -0.951
C 17.945 16.952 10.335 0.727
C 16.506 16.780 10.775 0.381
O 15.775 16.949 9.600 -0.398
C 16.519 17.442 8.659 0.514
O 16.057 17.825 7.537 -0.668
O 17.748 17.445 9.017 -0.413
H 18.682 17.568 12.110 -0.011
H 18.175 18.962 11.155 0.452
H 19.704 18.201 10.688 0.337
H 18.413 15.970 10.264 0.101
H 16.217 17.507 11.533 0.041
H 16.338 15.815 11.253 -0.207
C 22.197 16.776 12.670 -1.121
C 22.540 15.361 13.024 1.082
C 21.911 14.238 12.197 0.982
O 23.003 13.417 11.842 -0.360
C 24.126 13.981 12.218 0.472
O 25.270 13.524 11.997 -0.631
O 23.898 15.152 12.849 -0.469
H 22.356 16.944 11.605 0.500
H 22.868 17.473 13.173 0.386
H 21.188 16.876 13.070 -0.031
H 22.403 15.151 14.085 -0.372
H 21.482 14.665 11.290 0.084
H 21.173 13.795 12.866 -0.640
C 21.946 11.629 18.410 -0.409
O 21.916 10.660 17.330 -0.389
C 20.887 9.670 17.375 -0.459
C 20.767 9.069 15.993 -0.796
N 20.605 10.094 14.963 -0.164
C 20.834 9.488 13.646 -1.012
C 20.388 10.403 12.491 -0.086
O 19.016 10.666 12.569 -0.372
C 18.474 11.511 11.563 -0.554
H 22.430 11.241 19.306 0.330
H 20.944 12.051 18.480 0.059
H 22.563 12.486 18.139 0.170
H 19.993 10.091 17.835 0.143
H 21.336 8.914 18.020 0.413
H 19.900 8.408 15.971 0.162
H 21.603 8.424 15.722 0.636
H 21.307 10.802 15.123 0.186
H 20.245 8.573 13.590 0.292
H 21.860 9.267 13.352 0.531
H 20.663 9.910 11.558 0.549
H 20.940 11.340 12.564 -0.122
H 19.068 12.424 11.593 -0.018
H 17.443 11.784 11.786 0.165
H 18.482 11.066 10.568 0.463
C 17.229 18.768 16.585 -0.458
O 17.994 19.804 15.920 -0.506
C 18.464 19.589 14.640 0.945
C 18.863 20.848 13.816 -0.934
N 20.204 21.435 14.136 -0.484
C 21.298 20.566 13.701 0.162
C 22.450 21.053 14.649 -1.102
O 22.171 20.698 16.064 -0.147
C 23.218 21.029 16.959 -0.933
H 17.620 17.773 16.371 -0.022
H 16.221 18.833 16.175 0.405
H 17.113 18.979 17.648 0.308
H 17.757 19.020 14.035 0.040
H 19.337 18.944 14.742 -0.424
H 18.015 21.526 13.914 0.400
H 18.918 20.621 12.752 0.235
H 20.407 21.401 15.124 0.501
H 21.595 20.596 12.653 0.408
H 21.153 19.539 14.036 -0.292
H 22.555 22.130 14.520 0.409
H 23.396 20.624 14.317 0.530
H 23.685 22.013 16.922 0.345
H 24.002 20.278 16.862 0.332
H 22.886 20.913 17.991 0.288
C 19.002 16.264 21.547 -0.719
O 17.766 16.083 20.865 -0.475
C 17.871 15.570 19.525 -0.501
C 16.539 15.305 18.811 0.733
N 15.566 16.374 18.977 -0.123
C 14.172 15.974 18.716 0.099
C 13.208 17.121 19.039 -0.799
O 11.837 16.741 18.805 -0.211
C 10.901 17.719 19.203 -0.930
H 19.518 17.134 21.140 0.293
H 19.662 15.397 21.530 0.249
H 18.794 16.380 22.611 0.324
H 18.547 14.717 19.578 0.407
H 18.302 16.346 18.892 -0.022
H 16.079 14.474 19.346 0.277
H 16.788 15.044 17.783 -0.682
H 15.618 16.843 19.870 0.406
H 13.918 15.198 19.438 0.138
H 14.073 15.677 17.672 -0.283
H 13.411 18.011 18.444 0.357
H 13.333 17.377 20.091 0.581
H 11.082 17.910 20.260 0.375
H 9.905 17.279 19.151 0.236
H 10.899 18.593 18.551 0.373
C 14.346 15.560 14.272 0.431
O 13.134 14.927 13.917 -0.540
C 12.541 14.182 15.025 -0.146
C 11.750 15.087 15.972 -0.283
N 10.648 15.618 15.153 -0.393
C 9.991 16.696 15.875 -0.222
C 9.218 17.415 14.773 -0.766
O 10.026 17.810 13.643 -0.336
C 9.383 17.864 12.386 -0.724
H 14.922 14.900 14.920 -0.377
H 14.244 16.522 14.774 0.220
H 14.939 15.651 13.362 -0.042
H 13.223 13.502 15.536 -0.278
H 11.788 13.532 14.580 0.516
H 12.377 15.922 16.287 0.063
H 11.367 14.488 16.798 0.414
H 11.013 15.956 14.274 0.395
H 10.517 17.439 16.474 0.094
H 9.307 16.205 16.568 0.238
H 8.822 18.363 15.137 0.408
H 8.423 16.764 14.408 0.420
H 10.133 18.238 11.689 0.217
H 8.569 18.587 12.436 0.281
H 9.086 16.832 12.199 0.348
C 13.828 11.755 18.351 -0.439
O 15.016 11.195 17.849 -0.391
C 16.227 11.977 18.073 0.013
C 17.465 11.283 17.495 -1.333
N 17.749 11.716 16.114 -0.076
C 16.563 11.468 15.196 0.353
C 16.236 9.967 15.030 -1.409
O 17.456 9.341 14.571 0.094
C 17.258 7.943 14.332 -1.162
H 13.853 12.829 18.167 -0.080
H 13.661 11.452 19.384 0.297
H 12.962 11.473 17.753 0.305
H 16.366 12.027 19.153 0.910
H 16.093 12.990 17.693 -0.198
H 17.302 10.206 17.504 0.624
H 18.368 11.510 18.062 0.151
H 17.885 12.715 16.173 -0.315
H 16.769 11.886 14.211 0.186
H 15.700 12.021 15.566 0.103
H 15.384 9.921 14.352 0.539
H 15.956 9.550 15.997 0.549
H 16.700 7.445 15.125 0.336
H 18.149 7.377 14.060 0.312
H 16.674 7.894 13.412 0.367
```